1.
Molecular formula: C6H8N
Method: DFT, wB97M-V/def2-TZVPD

XYZ file:
```
15
Properties=species:S:1:pos:R:3:lowdin_charge:R:1
C 0.49 1.90 1.90 0.34
C -0.41 1.12 1.52 -0.25
C -0.34 -0.45 -1.76 0.11
C 0.24 -0.33 -0.56 -0.41
C -0.41 -0.09 0.66 -0.18
C 1.75 -0.31 -0.60 -0.05
N -1.71 0.46 1.13 0.24
H 0.17 -0.71 -2.73 0.11
H -1.46 -0.34 -1.81 0.09
H -0.40 -1.63 1.47 0.32
H 2.12 0.64 0.00 0.11
H 2.35 -0.99 0.06 0.10
H 2.17 -0.23 -1.70 0.13
H -2.26 0.00 1.86 0.19
H -2.31 0.98 0.55 0.16
```

The energy is -287.544357 a.u. Its orbital gap is 7.6954 eV. As for the energy above the lowest of the compared OMol25 structures with the same formula, charge and spin: 258.5 kcal/mol. The calculation puts the strongest force on any atom at 6.07 eV/A. The net charge is +1. For the HOMO energy, the calculation gives -14.06 eV.

***

2.
Molecular formula: C30H66BFNO9P
Method: DFT, wB97M-V/def2-TZVPD

XYZ file:
```
109
Properties=species:S:1:pos:R:3:lowdin_charge:R:1
C -4.49 0.18 4.61 -0.08
C -3.05 0.68 4.63 -0.34
O -2.82 1.66 3.64 -0.38
P -1.65 1.47 2.28 0.98
C -0.26 1.20 3.45 -0.21
C 0.28 -0.26 3.47 -0.22
C 1.76 -0.43 3.09 -0.20
C 2.02 -1.79 2.46 -0.20
C 3.46 -2.04 1.98 -0.19
C 4.09 -0.93 1.15 -0.18
C 3.28 -0.49 -0.07 -0.24
O 2.55 -1.58 -0.59 -0.19
C 1.81 -1.26 -1.75 -0.10
C -2.68 0.04 1.67 -0.23
O -2.59 -0.15 0.28 -0.17
C -2.79 -1.48 -0.14 -0.25
O -2.27 -1.65 -1.41 -0.09
C -3.00 -0.96 -2.42 -0.18
C -2.02 -0.60 -3.53 -0.22
O -2.76 -0.52 -4.74 -0.08
B -2.44 3.18 1.81 -0.61
O -1.86 4.32 2.27 0.15
N -3.65 3.15 0.98 -0.13
C -4.66 4.11 1.43 -0.08
C -3.40 3.22 -0.46 -0.07
C -0.51 1.46 0.72 -0.41
C 0.60 2.50 0.66 -0.07
F 0.10 0.20 0.53 -0.06
H -4.64 -0.65 3.91 0.06
H -4.80 -0.16 5.60 0.07
H -5.16 0.99 4.31 0.08
H -2.84 1.12 5.62 0.11
H -2.36 -0.16 4.52 0.10
H -0.59 1.49 4.44 0.08
H 0.55 1.88 3.19 0.08
H -0.30 -0.90 2.81 0.08
H 0.13 -0.66 4.48 0.11
H 2.06 0.37 2.40 0.08
H 2.38 -0.33 3.99 0.12
H 1.78 -2.56 3.21 0.11
H 1.33 -1.94 1.63 0.10
H 4.11 -2.23 2.85 0.10
H 3.46 -2.96 1.39 0.11
H 5.09 -1.25 0.84 0.11
H 4.24 -0.05 1.79 0.10
H 3.95 -0.09 -0.84 0.12
H 2.58 0.31 0.20 0.09
H 0.83 -1.74 -1.68 0.08
H 1.65 -0.18 -1.83 0.08
H 2.32 -1.61 -2.66 0.07
H -3.71 0.30 1.95 0.10
H -2.38 -0.87 2.20 0.10
H -3.87 -1.72 -0.13 0.15
H -2.25 -2.17 0.52 0.14
H -3.46 -0.07 -1.99 0.10
H -3.78 -1.60 -2.84 0.14
H -1.26 -1.38 -3.56 0.12
H -1.52 0.35 -3.31 0.12
H -2.12 -0.40 -5.47 0.09
H -2.20 5.12 1.83 0.11
H -4.59 5.08 0.92 0.09
H -5.66 3.71 1.24 0.09
H -4.56 4.29 2.50 0.09
H -2.61 3.94 -0.74 0.10
H -4.31 3.52 -0.98 0.08
H -3.11 2.24 -0.85 0.06
H -1.15 1.61 -0.15 0.09
H 1.39 2.30 1.38 0.06
H 1.06 2.48 -0.33 0.08
H 0.21 3.50 0.83 0.07
C -6.66 2.33 -4.91 -0.17
C -5.93 1.31 -4.04 -0.16
C -4.64 2.05 -3.72 -0.21
O -4.98 3.44 -3.68 -0.15
C -6.29 3.64 -4.22 -0.21
H -7.74 2.18 -4.95 0.11
H -6.27 2.31 -5.93 0.11
H -6.50 1.12 -3.13 0.12
H -5.74 0.36 -4.54 0.11
H -3.89 1.88 -4.50 0.11
H -4.21 1.77 -2.76 0.08
H -6.98 3.87 -3.41 0.12
H -6.26 4.49 -4.90 0.12
C 8.45 -0.24 4.45 -0.17
C 8.49 0.87 3.40 -0.17
C 7.42 0.39 2.42 -0.21
O 6.46 -0.31 3.20 -0.16
C 6.96 -0.55 4.51 -0.20
H 8.86 0.06 5.42 0.11
H 9.01 -1.11 4.11 0.11
H 8.20 1.82 3.85 0.11
H 9.46 0.99 2.93 0.11
H 7.85 -0.29 1.68 0.12
H 6.92 1.20 1.90 0.12
H 6.45 0.10 5.22 0.12
H 6.75 -1.59 4.78 0.12
C 2.24 -5.83 -5.11 -0.17
C 3.70 -5.41 -4.98 -0.17
C 3.59 -3.89 -4.95 -0.21
O 2.34 -3.61 -4.32 -0.16
C 1.55 -4.80 -4.22 -0.20
H 2.04 -6.85 -4.79 0.11
H 1.90 -5.72 -6.14 0.11
H 4.12 -5.78 -4.04 0.11
H 4.33 -5.76 -5.80 0.11
H 3.59 -3.47 -5.96 0.12
H 4.38 -3.42 -4.37 0.12
H 1.53 -5.12 -3.18 0.12
H 0.53 -4.57 -4.53 0.12
```

The energy is -2380.566472 a.u. Its orbital gap is 8.7929 eV. As for the energy above the lowest of the compared OMol25 structures with the same formula, charge and spin: 0.0 kcal/mol. The calculation puts the strongest force on any atom at 0.70 eV/A. As for the structure (SMILES): CCOP(CCCCCCCOC)(COCOCCO)(B(O)N(C)C)[C@@H](C)F.C1CCOC1.C1CCOC1.C1CCOC1. The net charge is 0. For the HOMO energy, the calculation gives -8.20 eV.

***

3.
Molecular formula: C29H30AsIrN4S4Se
Method: DFT, wB97M-V/def2-TZVPD

XYZ file:
```
70
Properties=species:S:1:pos:R:3:lowdin_charge:R:1
Ir -0.09 1.00 -0.67 0.54
S 0.02 1.15 1.77 0.02
S 1.60 2.18 2.36 -0.01
S 3.24 1.88 0.87 -0.10
S 2.50 1.37 -0.87 -0.02
C -0.50 -1.74 -5.68 -0.08
C -1.01 -1.98 -4.42 -0.09
C -1.00 -1.00 -3.45 -0.09
C -0.45 0.26 -3.73 -0.28
C 0.06 0.50 -5.02 -0.01
C 0.02 -0.49 -5.98 -0.08
N -0.43 1.25 -2.79 -0.11
N -0.34 2.48 -3.20 0.12
C -0.28 3.42 -2.26 -0.33
C -0.22 4.78 -2.62 -0.01
C -0.11 5.74 -1.64 -0.09
C -0.12 5.37 -0.30 -0.06
C -0.22 4.03 0.06 -0.16
C -0.28 3.03 -0.89 -0.32
H -0.50 -2.52 -6.43 0.10
H -1.45 -2.95 -4.20 0.11
H -1.48 -1.17 -2.49 0.05
H 0.47 1.47 -5.24 0.11
H 0.39 -0.28 -6.97 0.11
H -0.22 5.04 -3.66 0.11
H -0.02 6.78 -1.91 0.10
H -0.04 6.11 0.47 0.11
H -0.22 3.79 1.12 0.03
C -0.33 -3.22 -0.50 -0.27
As 0.61 -1.50 -0.53 1.03
C 1.92 -1.98 -1.88 -0.29
C 1.58 -1.72 1.20 -0.34
C 2.66 -2.74 1.22 -0.31
C 2.50 -3.97 1.85 -0.06
C 3.53 -4.90 1.86 -0.09
C 4.73 -4.62 1.23 -0.10
C 4.90 -3.40 0.59 -0.08
C 3.88 -2.47 0.60 -0.06
H 0.42 -4.01 -0.42 0.03
H -0.89 -3.35 -1.43 0.01
H -1.02 -3.29 0.34 0.02
H 2.49 -2.86 -1.58 0.03
H 2.62 -1.17 -2.07 -0.01
H 1.40 -2.19 -2.81 0.02
H 0.81 -1.96 1.95 0.06
H 2.00 -0.75 1.47 0.01
H 1.57 -4.20 2.36 0.11
H 3.40 -5.84 2.37 0.10
H 5.52 -5.35 1.23 0.10
H 5.83 -3.17 0.09 0.10
H 4.01 -1.51 0.12 0.11
C -2.83 -1.15 1.86 -0.04
N -2.96 0.26 2.09 -0.10
C -2.99 1.21 1.13 -0.78
Se -3.04 0.93 -0.68 0.73
N -2.99 2.42 1.73 0.13
C -2.89 2.26 3.09 -0.21
C -2.78 3.16 4.13 0.00
C -2.67 2.64 5.41 -0.08
C -2.68 1.26 5.64 -0.08
C -2.78 0.36 4.60 0.00
C -2.88 0.87 3.32 -0.20
H -2.81 -1.32 0.78 0.04
H -3.66 -1.69 2.30 0.11
H -1.89 -1.50 2.29 0.09
H -2.93 3.28 1.21 0.16
H -2.75 4.22 3.95 0.12
H -2.58 3.31 6.25 0.11
H -2.59 0.90 6.65 0.11
H -2.77 -0.71 4.78 0.11
```

The energy is -7676.431253 a.u. Its orbital gap is 5.0148 eV. As for the energy above the lowest of the compared OMol25 structures with the same formula, charge and spin: 68.6 kcal/mol. The calculation puts the strongest force on any atom at 3.92 eV/A. The net charge is 0. For the HOMO energy, the calculation gives -6.20 eV.

***

Question: Among the records above, which one has the lowest strongest force on any atom?
Answer: C30H66BFNO9P